(P)
Here is an isolated molecule of CH6BN from the Open Molecules 2025 dataset. Energies are from the ωB97M-V functional and the def2-TZVPD basis.

The geometry in XYZ format:
```
9
Properties=species:S:1:pos:R:3
H -1.2820 -0.8059 0.0826
H 1.2862 1.3819 1.1424
C -0.5431 -0.8293 -0.6645
H 0.2896 0.2838 1.8679
H -1.0184 -0.9712 -1.6305
N 0.4314 0.8170 1.0509
H 0.1820 -1.7031 -0.4461
H 0.4667 1.3557 -1.1426
B 0.1874 0.4711 -0.2602
```

The HOMO energy is -0.373 hartree. The HOMO-LUMO gap comes out at 10.922 eV. As for the structure (SMILES): CBN.

These are the natural (NBO) partial charges, in e, on atoms 1 to 2:
1 H 0.2268
2 H 0.3960

=====

(Q)
Here is a structure of composition CH6BN from the Open Molecules 2025 dataset. Energies are from the ωB97M-V functional and the def2-TZVPD basis.

The geometry in XYZ format:
```
9
Properties=species:S:1:pos:R:3
N 0.2583 -0.0649 0.5254
B 1.5405 0.3385 0.4443
H 2.0408 -0.2911 1.3460
H -1.5155 -0.7864 0.9618
H -1.3645 1.2207 0.5001
H -1.4401 -0.8914 -2.1842
H 2.0626 1.0864 -0.2599
H -0.7148 -0.7261 -1.8825
C -0.8673 0.1143 0.5491
```

The HOMO energy is -0.328 hartree. The HOMO-LUMO gap comes out at 9.261 eV.

These are the natural (NBO) partial charges, in e, on atoms 1 to 2:
1 N -0.6519
2 B 0.4450

=====

Which of them is the most stable, and which is the least stable? (P) and (Q), in that order.

=====

(P)
Here is a cluster of 2 separate species, CH6BN in total from the Open Molecules 2025 dataset. Energies are from the ωB97M-V functional and the def2-TZVPD basis.

The geometry in XYZ format:
```
9
Properties=species:S:1:pos:R:3
H -1.4396 -0.7980 0.8442
H -1.8201 0.0157 -0.5572
H 2.0460 -1.3210 -1.1910
N -0.2608 0.9111 0.4675
H 1.9714 1.3242 0.2918
H -2.2100 0.6222 0.9927
H 2.2550 -1.8828 -1.4067
C -1.4629 0.2068 0.4066
B 0.9210 0.9218 0.1522
```

The HOMO energy is -0.370 hartree. The HOMO-LUMO gap comes out at 10.911 eV. As for the structure (SMILES): [H]/B=N/C.[H][H].

These are the natural (NBO) partial charges, in e, on atoms 1 to 2:
1 H 0.1879
2 H 0.1965

=====

(Q)
Here is an isolated molecule of CH6BN from the Open Molecules 2025 dataset. Energies are from the ωB97M-V functional and the def2-TZVPD basis.

The geometry in XYZ format:
```
9
Properties=species:S:1:pos:R:3
B -0.3485 -0.6198 -0.0361
C 1.1069 0.1193 -0.0053
H 0.8346 1.2925 -0.0320
N -1.4576 0.1832 -0.0120
H 1.6965 -0.0229 -0.7900
H -0.4609 -1.8281 0.0170
H 1.4690 -0.3158 0.9356
H -1.5215 1.1285 0.0837
H -2.3961 -0.0560 0.3081
```

The HOMO energy is -0.385 hartree. The HOMO-LUMO gap comes out at 11.244 eV. As for the structure (SMILES): CBN.

These are the natural (NBO) partial charges, in e, on atoms 1 to 2:
1 B 0.6120
2 C -0.9183

=====

Which of them is the most stable, and which is the least stable? (Q) and (P), in that order.

=====

(P)
Here is an isolated molecule of C4H3ClOS2 from the Open Molecules 2025 dataset. Energies are from the ωB97M-V functional and the def2-TZVPD basis.

The geometry in XYZ format:
```
11
Properties=species:S:1:pos:R:3
C 0.7056 0.0990 0.2481
S -1.0733 -2.1137 0.8663
Cl 1.1619 2.7965 -0.7298
H 2.5015 0.3132 2.1517
C 0.4014 1.2313 -0.3682
S 2.3440 -0.1988 0.5745
O -0.8828 1.1576 -0.9706
H -2.4293 0.2174 -0.8680
H -0.7456 -2.9956 -0.2741
C -1.3898 0.0750 -0.7115
C -0.5937 -0.5817 0.0814
```

The HOMO energy is -0.339 hartree. The HOMO-LUMO gap comes out at 9.184 eV. As for the structure (SMILES): Sc1coc(Cl)c1S.

These are the natural (NBO) partial charges, in e, on atoms 1 to 2:
1 C -0.3574
2 S -0.0176

=====

(Q)
Here is an isolated molecule of C4H3ClOS2 from the Open Molecules 2025 dataset. Energies are from the ωB97M-V functional and the def2-TZVPD basis.

The geometry in XYZ format:
```
11
Properties=species:S:1:pos:R:3
S -2.2701 -1.5634 2.0485
H -1.0572 0.4706 1.5497
O -0.4218 -1.0601 0.2530
Cl 0.4191 1.7496 -2.3865
C -0.3424 0.5316 -1.4073
S 2.1524 -0.4408 1.4949
H -1.4108 0.3585 -1.6553
H 2.2066 0.6644 -0.7043
C 0.3112 -0.1746 -0.4622
C -1.2660 -0.5401 1.2661
C 1.6790 0.0043 0.0032
```

The HOMO energy is -0.343 hartree. The HOMO-LUMO gap comes out at 7.824 eV. As for the structure (SMILES): S=CO/C(C=S)=C/Cl.

These are the natural (NBO) partial charges, in e, on atoms 1 to 2:
1 S 0.0328
2 H 0.1902

=====

Which of them is the most stable, and which is the least stable? (Q) and (P), in that order.

=====

(P)
Here is a cluster of 3 separate species, C2H9N2O in total from the Open Molecules 2025 dataset. Energies are from the ωB97M-V functional and the def2-TZVPD basis.

The geometry in XYZ format:
```
14
Properties=species:S:1:pos:R:3
H -0.8367 1.6496 2.5962
C 1.3563 0.5108 0.0460
C 2.5896 0.8210 -0.0702
N 0.2391 0.0097 0.0683
H -1.0549 -2.4691 -1.0643
H -2.1243 -1.2735 -1.7489
H -0.6678 -1.4945 -2.4905
H -0.3977 0.1448 0.7882
N -1.1724 -1.5279 -1.5619
H -0.3886 -0.7696 -0.6033
H -2.2481 1.0695 2.4824
H 2.8030 1.6537 -0.6451
H 3.4294 0.2864 0.2750
O -1.5267 1.3892 1.9281
```

The HOMO energy is -0.534 hartree. The HOMO-LUMO gap comes out at 11.208 eV. The net charge is +1.

These are the natural (NBO) partial charges, in e, on atoms 1 to 2:
1 H 0.4866
2 C 0.5011

=====

(Q)
Here is a cluster of 2 separate species, C2H9N2O in total from the Open Molecules 2025 dataset. Energies are from the ωB97M-V functional and the def2-TZVPD basis.

The geometry in XYZ format:
```
14
Properties=species:S:1:pos:R:3
H -3.7635 -0.6566 -0.2321
O -3.0666 -0.8935 0.3898
H 2.3050 1.9239 -0.9926
H 2.7251 1.0758 0.4894
C 0.8117 -0.5339 -0.2316
H 1.6659 2.5196 0.5536
N -0.2374 -1.3227 -0.1221
H -3.5195 -1.4223 1.0632
H -1.1212 -1.0322 0.2820
H -0.1513 1.2328 -0.2110
H -0.0864 -2.2963 -0.3409
N 0.7424 0.7712 -0.1242
H 1.7582 -0.9941 -0.5139
C 1.9374 1.6286 -0.0095
```

The HOMO energy is -0.552 hartree. The HOMO-LUMO gap comes out at 11.538 eV. The net charge is +1.

These are the natural (NBO) partial charges, in e, on atoms 1 to 2:
1 H 0.4986
2 O -0.9757

=====

Which of them is the most stable, and which is the least stable? (Q) and (P), in that order.

=====

(P)
Here is the ion C2H9N2O with charge +1 from the Open Molecules 2025 dataset. Energies are from the ωB97M-V functional and the def2-TZVPD basis.

The geometry in XYZ format:
```
14
Properties=species:S:1:pos:R:3
H 2.3851 -0.6824 -0.3717
C 0.3362 -1.0114 0.2038
H -0.3660 -1.5536 -0.4224
H -1.3125 1.7445 1.2117
H 1.3518 0.4743 -0.9258
N -0.1621 0.0239 1.0091
H -0.3837 -0.2366 1.9458
O -1.9650 0.5040 -0.3743
H 0.7962 -1.7435 0.8675
H -0.2686 1.6955 -0.1895
H -2.2724 1.1597 -1.0210
H 1.3715 -0.9340 -1.6430
C -0.9504 1.0862 0.4259
N 1.4400 -0.5268 -0.7164
```

The HOMO energy is -0.522 hartree. The HOMO-LUMO gap comes out at 10.413 eV. As for the structure (SMILES): [NH3+]CNCO. The net charge is +1.

These are the natural (NBO) partial charges, in e, on atoms 1 to 2:
1 H 0.4482
2 C -0.0491

=====

(Q)
Here is a cluster of 2 separate species, C2H9N2O in total from the Open Molecules 2025 dataset. Energies are from the ωB97M-V functional and the def2-TZVPD basis.

The geometry in XYZ format:
```
14
Properties=species:S:1:pos:R:3
H -0.3760 -2.7896 -0.8893
H 0.5658 1.4695 1.5841
H -0.9408 1.7955 -1.9938
H 0.1089 2.7267 -0.8933
H 0.8197 -2.0853 -1.6920
H -0.3869 0.0375 -0.9778
H 0.3882 -1.4860 0.9265
C -0.7685 1.9101 -0.8285
H 0.9810 -0.7375 2.4262
N -0.3023 0.6285 -0.2413
N 0.5741 -0.6950 1.5033
H -1.6386 2.3829 -0.3056
C 0.2962 0.5347 0.9793
O 0.1762 -1.9396 -0.9905
```

The HOMO energy is -0.544 hartree. The HOMO-LUMO gap comes out at 10.981 eV. The net charge is +1.

These are the natural (NBO) partial charges, in e, on atoms 1 to 2:
1 H 0.5131
2 H 0.2530

=====

Which of them is the most stable, and which is the least stable? (Q) and (P), in that order.

=====

(P)
Here is the ion C4H6NO with charge +1 from the Open Molecules 2025 dataset. Energies are from the ωB97M-V functional and the def2-TZVPD basis.

The geometry in XYZ format:
```
12
Properties=species:S:1:pos:R:3
O 2.4792 -0.1777 0.0741
N 1.3001 -0.0301 0.0025
C 0.2487 -1.0488 0.0306
H -1.6813 -0.6313 0.8057
H 0.2943 -1.6597 0.8319
H -1.5027 1.7666 -0.0201
H -1.6842 -0.5386 -0.8034
H 1.1965 2.0758 0.0561
C 0.6721 1.2262 0.0000
C -0.6893 1.0815 -0.0260
H 0.4759 -1.7484 -0.9440
C -1.1092 -0.3155 -0.0073
```

The HOMO energy is -0.598 hartree. The HOMO-LUMO gap comes out at 9.299 eV. As for the structure (SMILES): O=[N+]1C=CCC1. The net charge is +1.

These are the natural (NBO) partial charges, in e, on atoms 1 to 2:
1 O -0.1319
2 N 0.3112

=====

(Q)
Here is the ion C4H6NO with charge +1 from the Open Molecules 2025 dataset. Energies are from the ωB97M-V functional and the def2-TZVPD basis.

The geometry in XYZ format:
```
12
Properties=species:S:1:pos:R:3
H -0.6952 0.3376 -1.6063
C -0.8315 -0.2586 0.4866
H 0.8818 -2.0805 0.4883
C 0.1218 0.9003 0.5135
H -0.0586 1.8217 1.2232
C 0.5845 -1.3005 -0.0921
H -1.6078 -0.4937 1.1373
O 2.4256 0.3995 -0.1587
C 1.3339 0.0958 0.0023
H 0.3139 -1.6587 -1.0017
H -1.5923 1.4756 -0.4170
N -0.8762 0.7615 -0.5754
```

The HOMO energy is -0.557 hartree. The HOMO-LUMO gap comes out at 10.974 eV. As for the structure (SMILES): O=C1C[C@@H]2[NH2+][C@H]12. The net charge is +1.

These are the natural (NBO) partial charges, in e, on atoms 1 to 2:
1 H 0.4833
2 C -0.0524

=====

(R)
Here is the ion C4H6NO with charge +1 from the Open Molecules 2025 dataset. Energies are from the ωB97M-V functional and the def2-TZVPD basis.

The geometry in XYZ format:
```
12
Properties=species:S:1:pos:R:3
H -0.3816 1.1152 -1.3404
C -0.8090 0.3380 -0.7809
C 2.5742 -0.1849 0.4373
H 3.3902 -0.3763 1.0675
C -0.8366 0.5617 0.7014
O 2.3091 0.8894 -0.2994
C 1.5033 -0.5587 -0.2806
H -0.2233 1.3840 1.0857
H -1.3056 0.1805 1.4765
H -0.1477 -1.5658 -0.2673
N 0.1720 -0.6117 -0.2271
H -1.6513 -0.2272 -1.2314
```

The HOMO energy (alpha / beta) is -0.488 / -0.488 hartree. The HOMO-LUMO gap (alpha / beta) comes out at 8.041 / 8.041 eV. As for the structure (SMILES): C1=C([NH+]2CC2)O1. The net charge is +1.

These are the natural (NBO) partial charges, in e, on atoms 1 to 2:
1 H 0.2618
2 C -0.2104

=====

(S)
Here is the ion C4H6NO with charge +1 from the Open Molecules 2025 dataset. Energies are from the ωB97M-V functional and the def2-TZVPD basis.

The geometry in XYZ format:
```
12
Properties=species:S:1:pos:R:3
O 2.2295 -0.6168 -0.5526
N 0.0403 0.0378 -0.1022
H 0.2437 2.0403 -0.5304
H -1.4443 -1.4984 -0.5780
H -1.9792 -0.5223 0.4830
C 0.6897 1.1486 -0.3146
C 1.2612 -0.6752 0.4707
H 2.9557 0.9466 0.6125
H -1.7842 0.2345 -1.1157
H 1.3771 -1.5821 1.0041
C 2.0618 0.6083 0.2030
C -1.2713 -0.3973 -0.3283
```

The HOMO energy is -0.578 hartree. The HOMO-LUMO gap comes out at 9.800 eV. As for the structure (SMILES): C[N+]1=C[C@@H]2O[C@@H]21. The net charge is +1.

These are the natural (NBO) partial charges, in e, on atoms 1 to 2:
1 O -0.3947
2 N -0.2309

=====

Which of them is the most stable, and which is the least stable? (P) and (R), in that order.

=====

(P)
Here is the ion C4H6NO with charge +1 from the Open Molecules 2025 dataset. Energies are from the ωB97M-V functional and the def2-TZVPD basis.

The geometry in XYZ format:
```
12
Properties=species:S:1:pos:R:3
H -1.7072 -0.7811 0.7524
H 1.2776 1.5950 -1.0902
H -0.9257 1.5594 -0.1285
H -0.1549 1.2236 1.2749
C 1.0534 0.7703 -0.4157
N -0.3327 0.8819 0.2901
C 1.2709 -0.6656 -0.2052
C 0.2323 -1.4201 0.0690
O 2.1074 0.3092 0.3079
H -1.7624 -0.4766 -0.8986
C -1.0488 -0.4938 -0.0508
H -0.0099 -2.5021 0.0948
```

The HOMO energy is -0.525 hartree. The HOMO-LUMO gap comes out at 9.587 eV. As for the structure (SMILES): C1=C2O[C@@H]2[NH2+]C1. The net charge is +1.

These are the natural (NBO) partial charges, in e, on atoms 1 to 2:
1 H 0.2467
2 H 0.2435

=====

(Q)
Here is a structure of composition C4H6NO from the Open Molecules 2025 dataset. Energies are from the ωB97M-V functional and the def2-TZVPD basis.

The geometry in XYZ format:
```
12
Properties=species:S:1:pos:R:3
N 1.2734 0.0016 0.0845
H -1.6083 -0.7766 0.6096
C 0.2546 1.5706 0.1029
H -1.7687 1.5716 -0.3263
C 0.3506 -1.0595 0.1204
H 0.7078 -1.8312 -0.6258
H 0.9972 2.3999 0.4278
H -1.4647 -0.6701 -1.0794
O 2.3944 -0.0814 -0.0546
H 0.7126 -1.6638 0.9593
C -0.8964 0.9930 -0.0781
C -0.9524 -0.4543 -0.1403
```

The HOMO energy is -0.579 hartree. The HOMO-LUMO gap comes out at 9.739 eV. The net charge is +1.

These are the natural (NBO) partial charges, in e, on atoms 1 to 2:
1 N 0.3470
2 H 0.2731

=====

(R)
Here is the ion C4H6NO with charge +1 from the Open Molecules 2025 dataset. Energies are from the ωB97M-V functional and the def2-TZVPD basis.

The geometry in XYZ format:
```
12
Properties=species:S:1:pos:R:3
O -2.6488 -1.4109 -0.9727
H 2.1869 -0.0145 0.1181
C -1.1340 0.8391 0.4857
C -1.6895 -0.9660 -0.6382
H -1.3270 1.7668 0.9810
H 1.6589 1.6874 0.0811
H 0.0198 -1.8707 -0.1386
H 0.3385 -0.8221 -1.6497
N 0.0206 0.2864 0.1869
C 1.3786 0.6933 0.5238
H 1.4201 0.7081 1.6554
C -0.2239 -0.8969 -0.6329
```

The HOMO energy (alpha / beta) is -0.536 / -0.536 hartree. The HOMO-LUMO gap (alpha / beta) comes out at 9.678 / 9.679 eV. The net charge is +1.

These are the natural (NBO) partial charges, in e, on atoms 1 to 2:
1 O -0.2843
2 H 0.2501

=====

Which of them is the most stable, and which is the least stable? (R) and (P), in that order.